110
Properties=species:S:1:pos:R:3 method="wB97M-V/def2-TZVPD" lumo_ev=-6.73 total_energy_ev=-98599.7008 charge=+2
Ti -0.312 0.353 0.537
O 2.358 2.908 2.907
C 1.435 3.393 3.773
C 1.901 4.251 4.761
C 1.022 4.798 5.671
C -0.344 4.510 5.616
C -0.817 3.668 4.641
C 0.059 3.090 3.703
C -0.476 2.201 2.692
O 0.338 1.447 1.967
N -1.768 2.111 2.503
N -1.982 1.129 1.584
C -3.173 0.791 1.281
C -3.267 -0.408 0.471
C -4.467 -0.967 0.093
C -4.457 -2.182 -0.581
C -3.242 -2.796 -0.820
C -2.075 -2.164 -0.415
N -2.073 -0.985 0.199
H 1.934 2.279 2.313
H 2.961 4.470 4.793
H 1.398 5.457 6.443
H -1.025 4.942 6.337
H -1.871 3.428 4.579
H -4.038 1.303 1.687
H -5.393 -0.462 0.340
H -5.383 -2.645 -0.898
H -3.177 -3.754 -1.317
H -1.119 -2.628 -0.590
N -0.563 3.588 -0.004
C -1.519 2.938 -0.769
C -2.602 3.653 -1.276
C -3.467 3.020 -2.140
C -3.211 1.701 -2.517
C -2.157 1.054 -1.934
N -1.349 1.633 -1.016
C 0.805 3.337 -0.182
C 1.701 4.395 -0.257
C 3.030 4.117 -0.499
C 3.422 2.797 -0.689
C 2.469 1.813 -0.581
N 1.181 2.068 -0.296
H -0.780 4.552 0.187
H -2.723 4.697 -1.020
H -4.308 3.559 -2.557
H -3.832 1.192 -3.242
H -1.916 0.034 -2.197
H 1.351 5.415 -0.143
H 3.750 4.923 -0.571
H 4.448 2.534 -0.912
H 2.729 0.775 -0.724
C -2.409 -2.863 3.283
N -2.193 -1.420 3.341
C -3.302 -0.801 4.068
C -0.962 -1.071 4.020
C 0.324 -1.646 3.461
N 0.813 -1.263 2.083
C 1.008 -2.524 1.322
C 2.147 -0.638 2.267
H -2.406 -3.323 4.283
H -1.645 -3.356 2.680
H -3.377 -3.061 2.823
H -3.408 -1.218 5.081
H -4.240 -0.973 3.537
H -3.136 0.274 4.170
H -0.989 -1.423 5.066
H -0.899 0.018 4.060
H 0.290 -2.732 3.520
H 1.085 -1.330 4.171
H 1.699 -3.184 1.854
H 1.422 -2.327 0.344
H 0.056 -3.041 1.208
H 2.873 -1.388 2.589
H 2.100 0.139 3.020
H 2.497 -0.195 1.336
O 0.465 -0.517 -0.783
Si 1.053 -1.196 -2.212
C 0.677 -0.098 -3.681
C 0.667 1.300 -3.590
C 0.469 2.096 -4.710
C 0.285 1.507 -5.954
C 0.314 0.125 -6.073
C 0.508 -0.668 -4.950
C 0.306 -2.894 -2.519
C 0.956 -4.037 -2.037
C 0.474 -5.311 -2.314
C -0.658 -5.468 -3.104
C -1.311 -4.348 -3.605
C -0.836 -3.078 -3.310
C 2.901 -1.518 -2.153
C 3.731 -1.488 -1.029
C 5.080 -1.816 -1.111
C 5.625 -2.194 -2.329
C 4.817 -2.244 -3.458
C 3.474 -1.910 -3.369
H 0.830 1.773 -2.632
H 0.471 3.176 -4.616
H 0.132 2.124 -6.831
H 0.188 -0.338 -7.044
H 0.529 -1.746 -5.067
H 1.866 -3.935 -1.452
H 0.996 -6.180 -1.932
H -1.019 -6.460 -3.346
H -2.184 -4.469 -4.237
H -1.359 -2.214 -3.712
H 3.330 -1.229 -0.057
H 5.699 -1.781 -0.223
H 6.674 -2.454 -2.399
H 5.234 -2.546 -4.412
H 2.862 -1.950 -4.266